[1]
12
Properties=species:S:1:pos:R:3 method="wB97M-V/def2-TZVPD" homo_lumo_gap_ev=8.326 homo_energy_ha=-0.342 charge=0 de_lowest_ev=4.3234 e_tot_ha=-360.51054
O 1.195 0.792 -1.382
C 1.115 -0.253 -0.707
C 0.537 0.123 0.636
C -0.121 1.347 0.136
N -0.643 -0.477 1.185
C -1.205 -1.182 0.197
O -0.718 -1.307 -0.954
H 1.652 -1.159 -0.996
H 1.313 0.298 1.387
H -0.904 1.207 -0.596
H -0.077 2.307 0.651
H -2.144 -1.696 0.442

***

[2]
14
Properties=species:S:1:pos:R:3 method="wB97M-V/def2-TZVPD" homo_lumo_gap_ev=11.337 homo_energy_ha=-0.380 smiles="CCOC(C)=O" charge=0 de_lowest_ev=0.3422 e_tot_ha=-307.69985
C 1.282 -1.082 1.620
C 1.126 -0.197 0.405
O -0.270 -0.146 0.067
C -0.551 0.438 -1.109
O 0.269 0.631 -1.975
C -1.983 0.893 -1.208
H 0.473 -0.890 2.329
H 1.256 -2.138 1.345
H 2.234 -0.879 2.117
H 1.437 0.831 0.613
H 1.709 -0.544 -0.449
H -2.512 0.357 -2.000
H -1.957 1.950 -1.490
H -2.512 0.777 -0.265

***

[3]
16
Properties=species:S:1:pos:R:3 method="wB97M-V/def2-TZVPD" homo_lumo_gap_ev=9.749 homo_energy_ha=-0.330 smiles="CN=[S@@](N)(=O)NC" charge=0 de_lowest_ev=0.8103 e_tot_ha=-719.18454
C -2.792 0.342 -0.105
C 2.339 0.364 -0.289
N -1.496 0.018 0.414
N 0.183 -1.725 0.608
N 1.001 0.640 0.187
O -0.021 -0.901 -1.617
S -0.225 -0.398 -0.263
H -2.981 0.478 -1.244
H -3.020 1.391 0.346
H -3.552 -0.418 0.238
H 2.144 -0.213 -1.169
H 2.913 1.357 -0.550
H 2.899 -0.017 0.482
H -0.181 -1.634 1.515
H -0.343 -2.361 0.113
H 0.794 1.619 0.419

***

[4]
15
Properties=species:S:1:pos:R:3 method="wB97M-V/def2-TZVPD" homo_lumo_gap_ev=8.574 homo_energy_ha=-0.333 charge=0 de_lowest_ev=5.3134 e_tot_ha=-868.15979
C 0.434 0.853 -1.468
C 0.663 -0.267 -0.565
C -0.927 1.040 -0.728
C -0.517 -0.101 0.058
N -0.026 -2.915 1.816
N -1.054 2.409 -0.065
N 0.641 -2.113 1.222
O 1.048 1.604 -2.178
O 1.778 -0.964 -0.500
S 2.148 -1.873 0.896
H -1.926 1.094 -1.193
H -1.123 -0.678 0.775
H 0.415 -3.700 2.435
H -1.391 2.905 -0.818
H -0.165 2.707 0.313

***

[5]
23
Properties=species:S:1:pos:R:3 method="wB97M-V/def2-TZVPD" homo_lumo_gap_ev="6.733 / 3.588" homo_energy_ha="-0.610 / -0.610" charge=+2 spin_multiplicity=2 de_lowest_ev=6.1511 e_tot_ha=-383.38429
N 2.464 -2.129 -3.919
C 0.141 0.888 0.906
C 0.039 0.166 -0.370
C 0.335 -1.316 -0.294
O 0.170 -1.863 -1.666
C -0.545 2.131 1.263
N -0.888 2.160 2.715
C -2.046 1.097 2.741
H 2.114 -1.334 -4.497
H 1.758 -2.900 -3.930
H 3.347 -2.532 -4.306
H 1.024 0.707 1.550
H 0.826 0.461 -1.182
H -0.903 0.311 -0.893
H 1.411 -1.565 -0.086
H -0.378 -1.737 0.425
H -0.743 -2.258 -1.710
H -1.399 2.495 0.705
H 0.178 3.007 1.179
H -0.068 1.660 3.077
H -2.084 0.640 3.722
H -1.791 0.330 1.985
H -2.963 1.582 2.584

***

[6]
101
Properties=species:S:1:pos:R:3 method="wB97M-V/def2-TZVPD" homo_lumo_gap_ev=5.320 homo_energy_ha=-0.231 charge=0 de_lowest_ev=0.1831 e_tot_ha=-9570.76387
Zn -0.902 -0.317 0.099
Se -5.645 -1.237 6.187
N -3.915 -0.856 6.070
C -3.608 -0.913 4.804
C -2.268 -0.645 4.289
C -1.188 -0.369 5.123
C 0.035 -0.089 4.558
C 0.136 -0.074 3.171
N -0.876 -0.362 2.370
C -2.065 -0.663 2.908
C -3.158 -1.041 1.986
N -2.873 -1.091 0.677
C -3.816 -1.428 -0.188
C -5.116 -1.731 0.207
C -5.426 -1.679 1.546
C -4.433 -1.336 2.462
C -4.683 -1.250 3.897
N -5.849 -1.464 4.439
H -1.336 -0.363 6.196
H 0.901 0.127 5.169
H 1.072 0.163 2.680
H -3.523 -1.449 -1.233
H -5.857 -1.999 -0.533
H -6.425 -1.890 1.907
C 3.922 -0.054 -6.269
C 2.647 -0.233 -5.483
C 1.408 0.039 -6.061
C 0.234 -0.133 -5.348
C 0.291 -0.581 -4.034
C 1.512 -0.856 -3.438
C 2.680 -0.684 -4.167
S -1.232 -0.630 -3.112
O -1.559 0.739 -2.842
O -2.196 -1.391 -3.874
N -0.850 -1.359 -1.723
C -0.596 -2.743 -1.752
C -0.518 -3.542 -2.889
C -0.281 -4.925 -2.824
C -0.102 -5.567 -1.636
C -0.123 -4.806 -0.451
C 0.092 -5.398 0.812
C 0.101 -4.624 1.931
C -0.103 -3.240 1.787
N -0.320 -2.649 0.638
C -0.347 -3.404 -0.496
H 3.800 0.697 -7.049
H 4.215 -0.990 -6.751
H 4.742 0.255 -5.620
H 1.367 0.399 -7.084
H -0.730 0.086 -5.794
H 1.540 -1.186 -2.407
H 3.640 -0.898 -3.705
H -0.677 -3.104 -3.858
H -0.252 -5.487 -3.750
H 0.066 -6.636 -1.587
H 0.252 -6.469 0.868
H 0.268 -5.043 2.915
H -0.075 -2.609 2.667
N 1.363 -0.222 0.102
C 2.518 -0.181 0.119
N 3.825 -0.028 0.055
C 4.721 -1.166 -0.162
C 5.865 -0.695 -1.038
O 6.513 0.424 -0.459
C 5.628 1.529 -0.332
C 4.460 1.189 0.572
H 4.171 -1.977 -0.637
H 5.114 -1.515 0.798
H 5.479 -0.433 -2.031
H 6.612 -1.480 -1.141
H 5.252 1.825 -1.318
H 6.203 2.348 0.093
H 3.731 1.998 0.578
H 4.818 1.014 1.591
C 1.585 2.936 -1.491
Si 0.447 3.426 -0.066
C 1.483 3.446 1.517
C 0.022 5.218 -0.441
As -1.459 2.101 -0.086
Si -2.636 3.014 1.710
C -4.325 2.149 1.728
C -3.012 4.827 1.357
C -1.940 3.007 3.478
H 2.466 3.588 -1.529
H 1.040 3.045 -2.434
H 1.913 1.900 -1.436
H 2.390 4.047 1.385
H 1.779 2.434 1.822
H 0.907 3.879 2.342
H 0.927 5.831 -0.519
H -0.620 5.656 0.324
H -0.515 5.271 -1.392
H -5.070 2.786 1.242
H -4.677 1.940 2.746
H -4.302 1.207 1.173
H -3.234 4.954 0.294
H -2.171 5.477 1.611
H -3.880 5.163 1.936
H -0.972 2.508 3.530
H -2.619 2.511 4.180
H -1.797 4.035 3.823